Entry 1:
Density functional theory data (ωB97M-V/def2-TZVPD) for an isolated molecule of C7H8IN3O at a distorted geometry.

Atoms and positions in Å:
C -3.104006 2.251893 0.005348
C -3.218776 0.870496 -0.012206
C -1.927546 0.484177 0.230374
C 0.179484 -1.244207 -0.095669
C 0.407652 1.460805 0.201754
C 0.812945 0.677305 -1.089677
C 0.147679 -2.531099 0.599542
N -1.852568 2.688156 0.135862
N -1.094283 1.595691 0.299138
N 1.095179 -0.715259 -0.728611
O -1.304882 -0.760359 0.155866
I -4.817814 -0.502205 0.040673
H -3.884453 2.962577 0.218060
H 0.809629 0.989795 1.012609
H 0.683754 2.559983 0.202494
H 0.008739 0.765272 -1.762351
H 1.730631 1.111994 -1.587180
H 0.011771 -3.479630 -0.020000
H -0.851096 -2.606138 1.160693
H 1.048250 -2.759594 1.142403

Atomic forces in eV per Å
C 0.0 1.5 0.8
C 0.2 -1.7 0.8
C 4.0 -0.8 -1.3
C -2.6 -0.4 0.5
C -2.2 3.7 -3.0
C 2.0 1.0 0.8
C -2.3 -2.9 0.1
N 0.1 0.7 0.2
N -0.9 -2.9 -0.3
N -0.7 1.2 0.0
O 0.5 0.4 0.0
I 0.6 0.8 -0.2
H -0.2 0.2 -0.7
H 0.7 -1.1 2.4
H 0.2 -1.4 -0.2
H -1.0 -0.1 -1.1
H -1.0 -0.4 0.7
H 0.4 1.5 -0.2
H 2.0 0.3 -0.1
H 0.2 0.4 0.6

Computed properties:
- Gap between HOMO and LUMO: 9.048 eV
- Electronic energy: -22004.1705 eV
- E_HOMO: -8.55 eV
- 2S+1: 1
- LUMO energy: 0.5 eV

Results of the natural (NBO) charge analysis, in e, for atoms 1 through 5:
1. C -0.072
2. C -0.329
3. C 0.426
4. C 0.606
5. C -0.219



Entry 2:
Density functional theory data (ωB97M-V/def2-TZVPD) for an isolated molecule of C14H19NO3S.

Atoms and positions in Å:
C 3.357479 -3.965802 1.337785
C 3.524837 -2.873831 2.377206
H 3.329088 -3.247502 3.387901
H 4.537727 -2.456726 2.360774
O 2.593445 -1.827299 2.086237
C 2.533744 -0.822949 2.962343
O 3.223935 -0.770455 3.947406
C 1.513726 0.245699 2.603107
C 1.844929 0.948780 1.278205
H 2.905714 1.202551 1.244539
H 1.272208 1.878178 1.237421
C 1.480699 0.091599 0.062516
N 0.089137 -0.286898 0.124794
C -0.931834 0.212119 -0.606854
O -2.090086 -0.060884 -0.352865
C -0.553773 1.118053 -1.774980
C -1.716085 1.427266 -2.658312
C -1.669272 1.741207 -3.983128
C -2.938522 2.037078 -4.525274
C -3.923356 1.952302 -3.596337
S -3.331713 1.480885 -2.052224
H -4.974498 2.113696 -3.730389
H -3.100051 2.300011 -5.555586
H -0.757335 1.763597 -4.554625
H -0.153127 2.049055 -1.355423
H 0.228422 0.649459 -2.376944
C -0.207568 -1.093997 1.292839
C 0.079272 -0.304263 2.568341
H -0.100437 -0.934749 3.440068
H -0.610661 0.540993 2.614379
H -1.263068 -1.367140 1.249717
H 0.406320 -1.997316 1.255091
H 1.698431 0.642334 -0.850653
H 2.080107 -0.824008 0.067174
H 1.587282 0.979190 3.413423
H 4.058119 -4.770227 1.540424
H 3.549103 -3.573249 0.342422
H 2.346122 -4.362853 1.367149

Atomic forces in eV per Å
C -0.1 0.4 0.2
C 0.4 -0.4 0.2
H 0.1 0.1 -0.1
H -0.1 -0.1 0.1
O -0.2 -0.2 -0.4
C -0.1 0.6 0.4
O 0.1 -0.1 0.0
C 0.0 0.1 0.1
C 0.1 -0.2 -0.1
H 0.0 0.1 0.0
H 0.0 0.0 0.0
C 0.3 0.3 -0.1
N 0.1 -0.3 0.2
C 0.4 0.0 -0.2
O -0.2 0.0 0.2
C -0.2 0.0 0.1
C -0.2 -0.1 0.2
C 0.1 -0.1 0.2
C -0.2 0.1 -0.1
C 0.1 0.0 0.4
S -0.1 0.2 -0.7
H -0.2 0.0 -0.1
H -0.1 0.0 -0.2
H 0.2 0.0 -0.1
H 0.1 -0.1 0.0
H 0.0 0.1 0.1
C -0.4 -0.2 0.2
C 0.1 -0.2 -0.1
H -0.1 0.0 0.1
H 0.0 0.0 0.0
H 0.2 0.0 0.0
H -0.1 0.1 0.0
H 0.0 -0.1 0.0
H 0.0 0.2 -0.1
H 0.1 -0.2 -0.1
H 0.1 -0.1 0.0
H 0.0 0.0 -0.1
H -0.1 -0.1 0.0

Computed properties:
- Gap between HOMO and LUMO: 9.023 eV
- Electronic energy: -33294.8662 eV
- E_HOMO: -8.42 eV
- 2S+1: 1
- LUMO energy: 0.6 eV

Results of the natural (NBO) charge analysis, in e, for atoms 1 through 5:
1. C -0.624
2. C -0.071
3. H 0.194
4. H 0.189
5. O -0.533



Entry 3:
Density functional theory data (ωB97M-V/def2-TZVPD) for an isolated molecule of C5H3NO at a distorted geometry.

Atoms and positions in Å:
N -2.609810 -0.456835 1.496777
C -1.618431 -0.379048 0.903420
C -0.394967 -0.231675 0.191400
C 0.226302 -1.136443 -0.567843
O 1.396996 -0.613582 -1.106370
C 1.640054 0.646903 -0.717463
C 0.467522 0.979410 0.138268
H -0.003974 -2.158945 -0.833637
H 0.089977 1.799989 -0.500308
H 0.727545 1.467497 1.066661

Atomic forces in eV per Å
N 0.9 0.1 -0.6
C -0.8 -0.1 0.5
C 0.2 -0.3 -0.3
C -0.3 0.1 0.2
O 0.2 0.3 -0.1
C 0.0 -0.8 0.2
C 0.2 0.8 -0.5
H 0.0 0.2 0.0
H -0.5 -0.1 0.2
H 0.1 0.0 0.3

Computed properties:
- Gap between HOMO and LUMO: 9.515 eV
- Electronic energy: -8767.4188 eV
- E_HOMO: -9.67 eV
- 2S+1: 1
- LUMO energy: -0.2 eV

Results of the natural (NBO) charge analysis, in e, for atoms 1 through 5:
1. N -0.277
2. C 0.263
3. C -0.209
4. C 0.178
5. O -0.456



Entry 4:
Density functional theory data (ωB97M-V/def2-TZVPD) for a structure of composition C12H26N3 at a distorted geometry.

Atoms and positions in Å:
C 0.127114 -1.520037 -0.184908
C -1.656295 -0.090358 -0.702182
C 0.907543 0.863556 -0.252841
C 0.281341 -4.095255 0.376186
C 2.182399 -2.551094 0.762793
C -3.608200 0.510546 0.746281
C -2.846932 1.932425 -1.353057
C 3.406499 1.569702 -0.443666
C 1.561715 3.257833 0.056928
C 0.661479 -2.584075 0.743136
C -3.007382 0.531498 -0.668214
C 2.086768 1.829998 0.181272
N -1.309300 -1.420845 -0.273242
N 0.555592 -0.253980 0.514105
N -0.372898 0.800244 0.328888
H 0.532628 -1.542857 -1.180901
H -1.182605 -0.073000 -1.727624
H 1.001420 0.730586 -1.315929
H 0.300411 -4.661048 1.359003
H 1.030711 -4.495628 -0.168846
H -0.782556 -4.131461 0.040690
H 2.457788 -1.467721 0.940529
H 2.604913 -2.731679 -0.197847
H 2.767023 -3.350097 1.326663
H -3.062848 1.126217 1.531136
H -3.687443 -0.423594 1.117442
H -4.657730 0.831563 0.736625
H -2.190012 1.708238 -2.228040
H -2.058811 2.535055 -0.715884
H -3.723717 2.621677 -1.287603
H 3.718402 0.549394 -0.242786
H 3.952398 2.461741 -0.013203
H 3.271451 1.673501 -1.582901
H 2.306225 3.945403 0.429965
H 0.745670 3.352980 0.671456
H 1.392344 3.726624 -0.874490
H 0.311430 -2.272912 1.706992
H -3.745559 -0.126561 -1.198084
H 2.084167 1.497170 1.328114
H -1.851918 -1.595970 0.599943
H -0.503238 1.332232 1.114112

Atomic forces in eV per Å
C -0.5 0.3 1.0
C 2.1 -2.6 -1.4
C 3.7 1.3 -1.6
C -3.3 2.5 4.2
C 1.1 1.3 0.4
C 0.3 3.9 0.0
C 2.3 0.3 2.3
C -0.7 1.2 -1.6
C 2.5 -0.2 0.3
C 0.5 -2.8 -0.9
C -1.0 0.5 0.9
C -3.6 -1.6 2.9
N -2.2 2.1 1.0
N 0.8 -0.5 1.1
N -1.6 -1.9 -3.7
H 0.3 0.0 -0.5
H -0.2 1.0 1.1
H -0.8 -0.2 -0.7
H -0.1 0.6 -1.0
H 1.8 -1.3 -2.5
H 1.1 -0.4 -0.3
H 0.4 -1.4 0.6
H -0.1 -0.1 -1.4
H -1.3 1.4 0.2
H -0.5 -0.5 -1.1
H 0.1 -3.4 1.2
H 0.3 0.4 -0.1
H -1.6 0.9 -0.3
H -1.4 -1.1 -0.7
H 0.6 -1.0 -1.1
H 0.7 0.3 0.2
H 0.6 -1.6 -0.8
H 0.6 0.1 1.5
H 0.4 0.1 0.7
H -2.2 0.5 1.3
H -0.5 -0.4 -1.6
H -0.4 -0.2 0.7
H 1.1 0.5 -0.3
H 0.5 1.3 -1.9
H 1.0 -0.5 -0.6
H -0.9 1.6 2.6

Computed properties:
- Gap between HOMO and LUMO: 11.246 eV
- Charge: +1
- Electronic energy: -17325.4921 eV
- E_HOMO: -13.85 eV
- 2S+1: 1
- LUMO energy: -2.6 eV

Results of the natural (NBO) charge analysis, in e, for atoms 1 through 5:
1. C 0.107
2. C 0.247
3. C 0.109
4. C -0.602
5. C -0.623



Entry 5:
Density functional theory data (ωB97M-V/def2-TZVPD) for an isolated molecule of C5H11NO at a distorted geometry.

Atoms and positions in Å:
C 0.654714 -1.098491 0.148441
C -0.860729 -1.179730 -0.146864
C 1.072160 0.256220 -0.464039
C 2.356800 0.724227 0.257558
C -2.342853 0.763813 0.065591
N -1.075368 0.174208 0.335811
O -0.116264 1.008551 -0.280144
H 0.629923 -0.977493 1.287109
H 1.165413 -2.067080 -0.217424
H -1.097415 -1.439413 -1.300578
H -1.442224 -1.879972 0.430005
H 1.173015 0.282223 -1.589462
H 1.994107 0.887534 1.364858
H 2.754278 1.690644 -0.196416
H 3.190528 0.053890 0.324952
H -2.303877 1.773474 0.426960
H -2.672558 0.873283 -1.019072
H -3.079652 0.154116 0.572715

Atomic forces in eV per Å
C -0.2 -2.6 0.0
C 1.1 0.6 -2.1
C 0.7 -1.7 -0.8
C -1.7 2.7 1.5
C -0.8 0.3 -1.3
N -1.6 -0.4 -0.1
O 0.6 1.2 0.0
H 0.8 -0.4 -1.5
H -0.2 1.8 0.7
H 0.5 1.0 2.2
H 0.1 -0.2 0.5
H 0.4 -0.6 1.1
H 0.9 0.1 -2.0
H -0.6 -1.1 0.8
H 0.1 -0.8 -0.4
H -0.3 0.4 0.5
H 0.7 -0.5 0.8
H -0.3 0.1 0.2

Computed properties:
- Gap between HOMO and LUMO: 9.361 eV
- Electronic energy: -8898.0711 eV
- E_HOMO: -8.18 eV
- 2S+1: 1
- LUMO energy: 1.2 eV

Results of the natural (NBO) charge analysis, in e, for atoms 1 through 5:
1. C -0.439
2. C -0.241
3. C 0.075
4. C -0.633
5. C -0.414



Entry 6:
Density functional theory data (ωB97M-V/def2-TZVPD) for an isolated molecule of C4H5N3O at a distorted geometry.

Atoms and positions in Å:
C 0.654009 0.704552 -0.699684
C -0.246411 1.529684 -1.400541
C 0.131131 -1.248531 0.729653
C -0.791782 -1.624945 1.621235
H 2.474523 1.488157 -1.078807
H 0.032012 2.513307 -1.666071
H 1.119683 -1.599119 0.847986
H -1.712092 -1.098540 1.725769
H -0.556885 -2.448688 2.294254
N -1.537217 1.145184 -1.139701
N -1.469364 0.113252 -0.295605
N -0.163968 -0.157433 -0.149089
O 2.066361 0.683121 -0.789399

Atomic forces in eV per Å
C 0.9 2.6 -3.2
C 0.1 -0.4 1.5
C -1.6 0.6 1.4
C 1.2 -0.4 -0.2
H -0.4 0.9 -0.3
H -0.2 0.7 -1.2
H 1.0 -0.3 -0.8
H -0.6 -0.1 -0.1
H -0.1 0.3 -0.1
N 1.5 -0.6 1.6
N 0.0 1.5 -2.6
N 0.6 -2.8 2.6
O -2.5 -2.1 1.4

Computed properties:
- Gap between HOMO and LUMO: 9.650 eV
- Electronic energy: -10743.9322 eV
- E_HOMO: -9.21 eV
- 2S+1: 1
- LUMO energy: 0.4 eV

Results of the natural (NBO) charge analysis, in e, for atoms 1 through 5:
1. C 0.428
2. C -0.196
3. C -0.049
4. C -0.364
5. H 0.505



Entry 7:
Density functional theory data (ωB97M-V/def2-TZVPD) for a cluster of 2 separate species, C4H10OS in total at a distorted geometry.

Atoms and positions in Å:
C 2.829055 0.765303 -0.385298
C -2.082642 -1.067046 -0.125170
C 0.340608 -0.519954 0.378634
C -0.858435 -0.203820 -0.354985
O 0.440820 -0.729316 1.700211
S -1.357352 1.666249 0.204073
H 2.525098 1.769545 -0.611428
H 3.133669 -0.096134 -0.917280
H 3.356776 0.990864 0.622018
H -2.666049 -0.629433 0.812215
H -2.841520 -0.973817 -0.944042
H -1.677582 -2.115857 0.035333
H 1.268699 -0.771084 -0.127207
H -0.584012 -0.103566 -1.484512
H -0.506943 -0.534528 2.001607
H -1.320192 2.552598 -0.804175

Atomic forces in eV per Å
C 1.4 2.0 3.8
C -1.2 0.3 1.6
C 1.9 -0.9 -1.3
C 0.4 1.9 -2.4
O -3.2 0.6 0.8
S -0.3 -0.4 0.5
H -0.6 -0.2 -1.5
H 0.0 -0.2 -0.9
H -0.8 -1.3 -1.5
H 1.2 -1.4 -1.6
H 0.9 -0.3 0.6
H -1.1 1.1 -0.2
H -0.5 0.1 0.0
H -0.4 -0.3 2.1
H 2.0 -0.4 0.3
H 0.2 -0.6 -0.4

Computed properties:
- Gap between HOMO and LUMO (alpha / beta): 8.947 / 7.283 eV
- Electronic energy: -17187.5544 eV
- E_HOMO (alpha / beta): -8.53 / -6.93 eV
- 2S+1: 1
- LUMO energy (alpha / beta): 0.4 / 0.3 eV

Results of the natural (NBO) charge analysis, in e, for atoms 1 through 5:
1. C -0.576
2. C -0.652
3. C 0.126
4. C -0.331
5. O -0.637



Entry 8:
Density functional theory data (ωB97M-V/def2-TZVPD) for a structure of composition C8H12O4 at a distorted geometry.

Atoms and positions in Å:
C -2.698101 1.030078 -0.237724
C -2.762417 -0.509836 0.066111
C -0.427246 -1.013678 0.225898
C 1.553865 0.365151 0.268017
C 2.109143 1.478740 -0.278639
C 2.335780 -0.890787 -0.031034
C 1.708763 -2.134521 -0.160074
C 0.299440 -2.197040 -0.015427
H -2.463318 1.500049 -1.121239
H -2.044553 1.765114 0.167829
H -3.731289 1.135061 0.435943
H -2.780775 -0.210536 1.422935
H -3.515211 -0.749456 -0.410407
H -0.415556 -0.557531 1.330518
H 1.649682 0.169058 1.256752
H 3.372354 1.934545 0.124114
H 1.955487 1.392901 -1.237234
H 0.265079 2.713207 -0.396660
H 2.392804 -3.047179 -0.442073
H -0.228058 -3.009279 -0.024203
O -1.665419 -1.207717 -0.510639
O 0.267827 0.146691 -0.281740
O 1.272820 2.694635 0.020947
O 3.548902 -0.797672 -0.171977

Atomic forces in eV per Å
C -3.3 -0.8 4.0
C 9.6 6.7 6.1
C -1.1 4.1 0.7
C -1.7 -6.5 -0.3
C 3.6 8.6 3.5
C 3.4 1.8 -1.5
C -4.0 -4.0 -0.4
C 8.3 2.4 0.0
H -1.4 -0.2 -3.7
H 1.3 -0.5 2.6
H 1.9 1.3 -2.6
H -0.1 -2.6 -3.8
H -7.8 -3.3 -3.6
H -1.4 -2.1 -1.4
H -0.9 0.9 4.3
H -4.3 -2.1 -1.5
H 0.6 -0.4 -5.6
H 4.2 -0.9 1.4
H -1.6 1.9 0.8
H -2.7 -4.9 -0.3
O 1.2 0.3 3.0
O -1.1 0.5 -1.1
O -2.6 -0.1 -0.7
O -0.1 -0.2 0.2

Computed properties:
- Gap between HOMO and LUMO: 9.035 eV
- Electronic energy: -16671.0571 eV
- E_HOMO: -9.49 eV
- 2S+1: 1
- LUMO energy: -0.5 eV

Results of the natural (NBO) charge analysis, in e, for atoms 1 through 5:
1. C -0.670
2. C 0.007
3. C 0.312
4. C -0.069
5. C -0.026



Entry 9:
Density functional theory data (ωB97M-V/def2-TZVPD) for an isolated molecule of C16H20FN3O5.

Atoms and positions in Å:
C -0.308159 2.330518 -2.111213
H -0.329447 2.447312 -1.029013
H 0.597079 2.800339 -2.484918
H -1.164693 2.845855 -2.541076
C -0.321739 0.850928 -2.491220
N -1.591020 0.298674 -1.997021
C -1.904844 -1.007055 -2.039141
O -1.310687 -1.866921 -2.642868
N -3.098363 -1.288430 -1.311490
C -3.278098 -2.274859 -0.382791
O -4.196436 -2.232753 0.400280
C -2.266639 -3.422256 -0.383360
H -2.807790 -4.370001 -0.376844
H -1.601135 -3.362801 -1.247308
O -1.491913 -3.428754 0.822688
C -0.999302 -2.277402 1.240729
O -1.198436 -1.203025 0.727876
C -0.123192 -2.443242 2.477630
N 0.457641 -1.173464 2.833573
C 1.622984 -0.790906 2.229431
O 2.342746 -1.572638 1.646259
C 1.951110 0.659766 2.361748
C 2.677762 1.240482 1.327650
C 2.972873 2.587649 1.392240
C 2.589411 3.371396 2.466339
C 1.892313 2.776146 3.504215
C 1.565820 1.431779 3.453739
H 1.037363 0.980242 4.279761
H 1.600015 3.368593 4.357790
H 2.842665 4.419493 2.484233
F 3.651591 3.158649 0.377476
H 3.000481 0.639724 0.492158
H -0.202520 -0.447200 3.068862
H 0.691073 -3.133682 2.240450
H -0.714758 -2.847679 3.301567
H -3.742285 -0.515588 -1.185761
H -2.061153 0.862823 -1.305945
C 0.849624 0.126046 -1.824602
H 1.785641 0.615318 -2.078404
H 0.890336 -0.906139 -2.159569
H 0.724972 0.131254 -0.743654
C -0.268264 0.686634 -4.009976
H 0.668699 1.080891 -4.392493
H -0.339018 -0.365309 -4.269350
H -1.092307 1.219594 -4.478673

Atomic forces in eV per Å
C -0.1 -0.3 -0.1
H 0.0 0.0 0.2
H 0.1 0.0 0.0
H -0.1 0.1 0.0
C 0.2 0.0 -0.2
N -0.1 0.5 0.1
C -0.7 -0.1 0.3
O 0.4 -0.2 -0.2
N -0.4 0.5 -0.5
C 0.2 -0.2 0.0
O -0.2 -0.1 0.2
C 0.0 0.0 -0.3
H 0.0 0.2 0.0
H -0.1 -0.1 0.3
O -0.1 -0.3 0.2
C 0.4 0.3 0.3
O 0.0 -0.2 0.0
C 0.1 0.0 -0.1
N -0.2 -0.1 0.2
C -0.2 0.0 0.3
O 0.1 -0.1 -0.3
C 0.2 0.3 -0.1
C 0.0 0.1 0.0
C -0.1 -0.1 0.1
C 0.1 0.0 -0.1
C 0.0 0.0 0.0
C 0.0 -0.2 -0.1
H 0.0 0.0 0.1
H 0.0 0.0 0.1
H 0.0 0.1 0.0
F 0.0 0.0 0.1
H 0.0 0.0 -0.1
H 0.1 0.0 -0.1
H -0.2 0.0 0.1
H 0.0 0.0 -0.1
H 0.1 -0.2 0.1
H 0.1 -0.2 0.0
C -0.2 0.0 -0.1
H 0.1 0.1 0.0
H 0.0 -0.1 0.0
H 0.0 0.0 0.1
C 0.0 0.0 0.2
H 0.1 0.1 -0.1
H 0.0 -0.1 -0.1
H -0.1 0.1 -0.1

Computed properties:
- Gap between HOMO and LUMO: 10.229 eV
- Electronic energy: -34344.0301 eV
- E_HOMO: -9.75 eV
- 2S+1: 1
- LUMO energy: 0.5 eV

Results of the natural (NBO) charge analysis, in e, for atoms 1 through 5:
1. C -0.614
2. H 0.210
3. H 0.225
4. H 0.211
5. C 0.127



Which value of 2S+1 does entry 8 give? 1



Which of these has the highest electronic energy? C5H3NO



What is the 2S+1 in the first record? 1



Which value of 2S+1 does entry 7 give? 1